# 1
{
  "formula": "C26H25Cl4GeMoN5S3",
  "method": "ωB97M-V/def2-TZVPD",
  "lumo_energy_ha": [-0.1434, -0.1553],
  "homo_lumo_gap_ev": [6.47, 6.08],
  "total_charge": 1,
  "molar_mass_g_mol": 814.08,
  "multiplicity": 2,
  "elements": ["Mo", "C", "N", "C", "C", "N", "C", "C", "C", "C", "C", "C", "C", "S", "C", "C", "C", "C", "C", "C", "S", "H", "H", "H", "H", "H", "H", "H", "H", "H", "H", "H", "H", "H", "H", "H", "H", "H", "H", "N", "C", "C", "C", "C", "C", "C", "N", "C", "C", "C", "S", "C", "N", "H", "H", "H", "H", "H", "H", "H", "Cl", "Ge", "Cl", "Cl", "Cl"],
  "positions_angstrom": [[-0.221, 0.062, 0.046], [-0.341, -1.907, -2.731], [0.738, -1.211, -1.978], [1.715, -2.196, -1.461], [1.213, -2.829, -0.204], [1.028, -1.840, 0.911], [0.347, -2.627, 1.982], [2.380, -1.445, 1.375], [3.121, -2.264, 2.221], [4.393, -1.892, 2.620], [4.939, -0.696, 2.175], [4.207, 0.118, 1.332], [2.926, -0.255, 0.928], [2.049, 0.821, -0.142], [1.402, -0.354, -2.962], [2.401, -0.808, -3.810], [2.914, 0.038, -4.784], [2.424, 1.330, -4.915], [1.431, 1.783, -4.061], [0.930, 0.935, -3.082], [-0.280, 1.499, -1.951], [0.082, -2.408, -3.604], [-1.072, -1.172, -3.058], [-0.832, -2.642, -2.105], [2.655, -1.681, -1.278], [1.894, -2.980, -2.201], [1.915, -3.595, 0.131], [0.259, -3.319, -0.374], [0.856, -3.580, 2.116], [-0.677, -2.824, 1.682], [0.350, -2.072, 2.913], [2.719, -3.195, 2.594], [4.953, -2.535, 3.285], [5.927, -0.394, 2.494], [4.608, 1.065, 0.991], [2.791, -1.814, -3.736], [3.696, -0.318, -5.440], [2.826, 1.991, -5.671], [1.060, 2.797, -4.133], [-4.462, -0.438, -0.866], [-4.341, -1.814, -0.894], [-5.304, -2.808, -1.012], [-4.866, -4.109, -0.907], [-3.512, -4.395, -0.672], [-2.567, -3.396, -0.570], [-2.979, -2.070, -0.714], [-2.290, -0.850, -0.640], [-3.233, 0.071, -0.674], [-2.965, 1.458, -0.362], [-3.766, 2.542, -0.467], [-2.919, 3.939, 0.026], [-1.539, 3.012, 0.322], [-1.698, 1.730, 0.105], [-5.322, 0.083, -0.862], [-6.349, -2.569, -1.160], [-5.576, -4.921, -0.984], [-3.204, -5.425, -0.556], [-1.546, -3.658, -0.351], [-4.786, 2.596, -0.811], [-0.607, 3.455, 0.648], [1.599, 3.276, 2.025], [0.365, 1.489, 2.281], [-1.272, 2.477, 3.338], [1.350, 0.389, 3.844], [-1.587, -0.444, 2.032]],
  "mulliken_charge": [-0.683, -1.836, 1.844, -1.545, -1.352, 1.927, -1.698, -0.458, -0.824, -0.909, -0.811, -0.901, 1.317, 0.075, -0.602, -0.453, -0.938, -0.712, -0.825, 1.330, -0.145, 0.413, 0.315, 0.531, 0.702, 0.578, 0.520, 0.711, 0.547, 0.318, 0.366, 0.363, 0.439, 0.418, 0.507, 0.389, 0.434, 0.397, 0.482, -0.003, 0.828, -1.163, -0.606, -1.173, -0.053, 0.077, 1.384, -0.296, -0.693, -0.495, -0.143, -0.482, 1.203, 0.259, 0.449, 0.406, 0.464, 0.121, 0.443, 0.317, -0.318, 0.977, -0.280, -0.291, -0.160]
}

=====

# 2
{
  "formula": "C26H25N3O",
  "method": "ωB97M-V/def2-TZVPD",
  "smiles": "CC(C)c1ccccc1NC(=O)Cn1c(/C=C/c2ccccc2)nc2ccccc21",
  "lumo_energy_ha": 0.0007,
  "homo_lumo_gap_ev": 7.66,
  "total_charge": 0,
  "molar_mass_g_mol": 395.51,
  "multiplicity": 1,
  "elements": ["C", "C", "C", "C", "C", "C", "C", "C", "C", "N", "C", "O", "C", "N", "C", "C", "C", "C", "C", "C", "C", "C", "C", "N", "C", "C", "C", "C", "C", "C", "H", "H", "H", "H", "H", "H", "H", "H", "H", "H", "H", "H", "H", "H", "H", "H", "H", "H", "H", "H", "H", "H", "H", "H", "H"],
  "positions_angstrom": [[-1.396, -3.597, 4.416], [-1.573, -2.731, 3.169], [-3.063, -2.439, 2.947], [-0.988, -3.339, 1.910], [-0.791, -4.709, 1.800], [-0.288, -5.283, 0.646], [0.033, -4.484, -0.434], [-0.156, -3.117, -0.357], [-0.671, -2.541, 0.798], [-0.865, -1.148, 0.870], [-0.920, -0.246, -0.145], [-0.799, -0.481, -1.321], [-1.170, 1.182, 0.388], [-1.076, 2.151, -0.659], [0.062, 2.521, -1.348], [1.359, 1.986, -1.053], [2.454, 2.372, -1.728], [3.806, 1.895, -1.524], [4.112, 0.784, -0.733], [5.420, 0.373, -0.568], [6.454, 1.060, -1.185], [6.167, 2.158, -1.979], [4.860, 2.568, -2.150], [-0.184, 3.411, -2.279], [-1.527, 3.634, -2.246], [-2.319, 4.478, -3.019], [-3.673, 4.502, -2.762], [-4.243, 3.711, -1.762], [-3.478, 2.868, -0.981], [-2.116, 2.836, -1.232], [-2.020, -4.486, 4.371], [-0.358, -3.898, 4.533], [-1.690, -3.030, 5.296], [-1.054, -1.785, 3.380], [-3.486, -1.935, 3.813], [-3.220, -1.817, 2.069], [-3.600, -3.373, 2.795], [-1.037, -5.350, 2.631], [-0.151, -6.353, 0.596], [0.429, -4.917, -1.339], [0.083, -2.489, -1.199], [-1.045, -0.793, 1.798], [-0.446, 1.410, 1.182], [-2.177, 1.228, 0.814], [1.415, 1.245, -0.269], [2.319, 3.128, -2.490], [3.319, 0.226, -0.258], [5.638, -0.490, 0.044], [7.475, 0.736, -1.053], [6.968, 2.694, -2.468], [4.640, 3.425, -2.770], [-1.875, 5.085, -3.791], [-4.315, 5.144, -3.346], [-5.310, 3.760, -1.598], [-3.936, 2.258, -0.215]],
  "mulliken_charge": [-1.951, 0.667, -1.167, 0.501, -0.491, -0.810, -0.682, -0.576, 0.348, -0.028, 0.859, -0.638, -1.533, 0.486, 0.413, -0.279, -0.592, 0.862, -0.461, -0.614, -0.402, -0.556, -0.451, -0.725, 0.149, -0.761, -0.430, -0.726, -0.968, 1.300, 0.399, 0.438, 0.456, 0.374, 0.339, 0.367, 0.342, 0.263, 0.396, 0.392, 0.534, 0.097, 0.365, 0.424, 0.227, 0.434, 0.388, 0.373, 0.372, 0.372, 0.361, 0.450, 0.376, 0.388, 0.333]
}

=====

# 3
{
  "formula": "C26H25N3O",
  "method": "ωB97M-V/def2-TZVPD",
  "smiles": "CN1CCc2cc(C(Oc3ccc(C#N)cc3)c3ccc4c(c3)CCN4C)ccc21",
  "lumo_energy_ha": 0.0235,
  "homo_lumo_gap_ev": 7.88,
  "total_charge": 0,
  "molar_mass_g_mol": 395.51,
  "multiplicity": 1,
  "elements": ["C", "N", "C", "C", "C", "C", "C", "C", "O", "C", "C", "C", "C", "C", "N", "C", "C", "C", "C", "C", "C", "C", "C", "C", "C", "N", "C", "C", "C", "C", "H", "H", "H", "H", "H", "H", "H", "H", "H", "H", "H", "H", "H", "H", "H", "H", "H", "H", "H", "H", "H", "H", "H", "H", "H"],
  "positions_angstrom": [[3.142, 3.416, -4.799], [2.420, 2.552, -3.882], [2.317, 2.839, -2.434], [1.469, 1.659, -1.884], [1.158, 0.838, -3.113], [0.359, -0.279, -3.301], [0.295, -0.963, -4.555], [-0.312, -2.315, -4.785], [-1.282, -2.333, -3.398], [-0.837, -2.894, -2.268], [-1.913, -3.085, -1.392], [-1.679, -3.339, -0.085], [-0.399, -3.560, 0.390], [-0.208, -3.811, 1.805], [-0.257, -4.023, 2.972], [0.674, -3.528, -0.499], [0.494, -3.233, -1.850], [-1.107, -2.423, -6.068], [-1.228, -1.483, -7.182], [-1.585, -1.899, -8.477], [-2.024, -3.227, -8.618], [-2.146, -4.112, -7.516], [-1.695, -3.684, -6.284], [-2.697, -5.433, -8.005], [-2.791, -5.253, -9.537], [-2.318, -3.890, -9.766], [-2.234, -3.294, -11.076], [1.041, -0.405, -5.616], [1.740, 0.800, -5.512], [1.808, 1.395, -4.243], [2.852, 3.134, -5.829], [2.877, 4.474, -4.602], [4.237, 3.278, -4.692], [3.317, 2.864, -1.967], [1.828, 3.815, -2.254], [2.036, 1.100, -1.118], [0.568, 2.021, -1.369], [-0.190, -0.571, -2.390], [0.310, -3.378, -4.330], [-2.881, -2.810, -1.787], [-2.491, -3.381, 0.614], [1.651, -3.772, -0.111], [1.322, -3.151, -2.564], [-0.999, -0.429, -7.069], [-1.531, -1.261, -9.372], [-1.823, -4.379, -5.442], [-2.077, -6.297, -7.748], [-3.681, -5.678, -7.579], [-3.823, -5.364, -9.884], [-2.171, -5.974, -10.081], [-1.695, -2.333, -10.994], [-1.680, -3.977, -11.744], [-3.251, -3.099, -11.470], [1.075, -0.948, -6.542], [2.248, 1.233, -6.370]],
  "mulliken_charge": [-0.970, 0.020, -0.683, -0.765, 0.673, -0.227, 0.063, 0.831, -0.515, 0.557, -0.424, -0.542, 0.380, 0.006, -0.558, -0.943, 0.006, -0.040, -0.401, -1.429, 0.724, 0.458, -0.619, -0.774, -0.637, 0.047, -0.964, -1.265, -1.832, 0.874, 0.280, 0.311, 0.283, 0.316, 0.321, 0.253, 0.325, 0.502, 0.457, 0.399, 0.447, 0.430, 0.397, 0.671, 0.168, 0.386, 0.286, 0.268, 0.303, 0.341, 0.271, 0.317, 0.291, 0.768, 0.158]
}

=====

# 4
{
  "formula": "C26H25N3O3",
  "method": "ωB97M-V/def2-TZVPD",
  "smiles": "COc1ccc(C2=NN([C@H](C#N)c3ccc(OC)c(OC)c3)[C@@H](c3ccccc3)C2)cc1",
  "lumo_energy_ha": 0.0193,
  "homo_lumo_gap_ev": 8.03,
  "total_charge": 0,
  "molar_mass_g_mol": 427.50,
  "multiplicity": 1,
  "elements": ["C", "O", "C", "C", "C", "C", "C", "N", "N", "C", "C", "N", "C", "C", "C", "C", "O", "C", "C", "O", "C", "C", "C", "C", "C", "C", "C", "C", "C", "C", "C", "C", "H", "H", "H", "H", "H", "H", "H", "H", "H", "H", "H", "H", "H", "H", "H", "H", "H", "H", "H", "H", "H", "H", "H", "H", "H"],
  "positions_angstrom": [[-3.505, -1.929, 7.041], [-2.527, -0.946, 6.801], [-2.211, -0.644, 5.511], [-2.781, -1.237, 4.387], [-2.380, -0.849, 3.125], [-1.405, 0.134, 2.944], [-1.002, 0.514, 1.613], [-1.523, 0.011, 0.553], [-1.039, 0.612, -0.549], [-1.043, -0.128, -1.792], [-2.283, -0.870, -1.920], [-3.236, -1.484, -2.054], [0.119, -1.101, -1.898], [0.266, -2.108, -0.958], [1.353, -2.953, -1.040], [2.314, -2.826, -2.041], [3.319, -3.739, -1.961], [4.260, -3.898, -3.000], [2.171, -1.793, -2.988], [3.136, -1.652, -3.955], [2.968, -0.666, -4.942], [1.071, -0.950, -2.896], [0.132, 1.450, -0.242], [0.043, 2.757, -0.977], [1.134, 3.254, -1.677], [1.044, 4.459, -2.351], [-0.141, 5.175, -2.338], [-1.236, 4.681, -1.647], [-1.145, 3.479, -0.970], [0.043, 1.571, 1.290], [-0.840, 0.724, 4.078], [-1.236, 0.341, 5.339], [-3.591, -2.000, 8.125], [-4.474, -1.643, 6.620], [-3.206, -2.902, 6.638], [-3.537, -1.999, 4.485], [-2.821, -1.301, 2.251], [-0.997, 0.606, -2.611], [-0.464, -2.225, -0.172], [1.490, -3.748, -0.324], [3.774, -4.097, -3.957], [4.857, -4.762, -2.710], [4.908, -3.025, -3.098], [2.047, -0.817, -5.514], [3.825, -0.775, -5.606], [2.973, 0.342, -4.514], [0.946, -0.152, -3.612], [1.052, 0.921, -0.535], [2.059, 2.695, -1.690], [1.900, 4.839, -2.890], [-0.212, 6.114, -2.866], [-2.164, 5.234, -1.637], [-1.999, 3.087, -0.436], [0.995, 1.374, 1.781], [-0.310, 2.560, 1.591], [-0.087, 1.491, 3.972], [-0.805, 0.792, 6.219]],
  "mulliken_charge": [-0.826, -0.458, 0.945, -0.479, -0.802, 0.438, 0.089, -1.028, 0.885, 0.235, -0.123, -0.601, -0.820, -0.286, -1.076, 0.556, -0.475, -0.722, 1.356, -0.470, -0.898, -0.300, -0.042, 0.100, -0.418, -0.731, -0.397, -0.799, -0.209, -0.905, -0.549, -0.745, 0.239, 0.335, 0.333, 0.388, 0.494, 0.378, 0.544, 0.420, 0.285, 0.296, 0.233, 0.348, 0.249, 0.321, 0.393, 0.559, 0.396, 0.400, 0.392, 0.392, 0.406, 0.437, 0.525, 0.376, 0.418]
}

=====

# 5
{
  "formula": "C26H25N4PSSe3Ta",
  "method": "ωB97M-V/def2-TZVPD",
  "lumo_energy_ha": -0.4015,
  "homo_lumo_gap_ev": 5.65,
  "total_charge": 3,
  "molar_mass_g_mol": 874.38,
  "multiplicity": 1,
  "elements": ["Ta", "Se", "P", "Se", "C", "C", "C", "C", "C", "C", "C", "C", "C", "C", "C", "C", "H", "H", "H", "H", "H", "H", "H", "H", "H", "H", "C", "C", "N", "C", "C", "C", "C", "C", "C", "C", "C", "N", "C", "N", "H", "H", "H", "H", "H", "H", "H", "H", "H", "Se", "C", "N", "C", "S", "C", "H", "H", "H", "H", "H", "H"],
  "positions_angstrom": [[-0.288, -1.920, -0.055], [0.326, -1.356, 2.310], [1.962, -0.248, 1.265], [1.487, -0.442, -0.924], [3.521, -1.037, 1.584], [3.762, -1.530, 2.869], [5.022, -2.009, 3.182], [6.029, -1.993, 2.223], [5.785, -1.497, 0.947], [4.532, -1.012, 0.620], [1.845, 1.479, 1.685], [1.421, 1.845, 2.964], [1.479, 3.176, 3.338], [1.956, 4.129, 2.446], [2.381, 3.760, 1.174], [2.331, 2.433, 0.786], [2.983, -1.542, 3.622], [5.219, -2.393, 4.173], [7.013, -2.369, 2.473], [6.574, -1.484, 0.208], [4.355, -0.620, -0.374], [1.054, 1.108, 3.667], [1.157, 3.468, 4.329], [2.001, 5.168, 2.746], [2.757, 4.505, 0.487], [2.676, 2.155, -0.203], [-4.583, -1.926, 0.610], [-3.282, -2.322, 0.449], [-2.288, -1.405, 0.300], [-2.578, -0.081, 0.304], [-3.873, 0.392, 0.409], [-4.878, -0.566, 0.592], [-4.220, 1.820, 0.414], [-3.751, 2.828, -0.328], [-2.764, 2.862, -1.418], [-2.701, 3.998, -2.215], [-1.773, 4.008, -3.249], [-0.965, 2.978, -3.471], [-1.100, 1.942, -2.660], [-1.947, 1.822, -1.647], [-5.361, -2.664, 0.747], [-2.991, -3.366, 0.453], [-1.747, 0.605, 0.216], [-5.905, -0.241, 0.717], [-5.034, 2.061, 1.091], [-4.227, 3.786, -0.154], [-3.354, 4.843, -2.046], [-1.669, 4.864, -3.905], [-0.444, 1.097, -2.853], [0.761, -6.560, -0.376], [0.399, -4.943, -0.271], [0.124, -3.738, -0.184], [-2.250, -3.120, -2.775], [-1.138, -1.709, -2.528], [0.218, -2.172, -3.638], [-1.754, -4.056, -2.529], [-2.546, -3.110, -3.823], [-3.137, -2.969, -2.165], [-0.213, -2.300, -4.629], [0.705, -3.087, -3.308], [0.927, -1.347, -3.674]],
  "mulliken_charge": [0.817, -0.227, -0.116, -0.298, 1.442, -0.350, -0.772, -0.493, -0.771, -0.358, 1.370, -0.408, -0.781, -0.495, -0.793, -0.401, 0.333, 0.436, 0.433, 0.434, 0.322, 0.350, 0.444, 0.446, 0.455, 0.369, -0.883, -0.440, 0.526, 0.343, 0.244, -0.285, -1.072, -0.690, 1.076, -0.845, -0.273, -0.500, -0.384, -0.123, 0.476, 0.567, 0.538, 0.569, 0.451, 0.367, 0.438, 0.442, 0.532, 0.208, 0.907, -0.951, -1.035, 0.107, -0.988, 0.350, 0.465, 0.324, 0.455, 0.368, 0.329]
}

=====

# 6
{
  "formula": "C26H25N5O2",
  "method": "ωB97M-V/def2-TZVPD",
  "lumo_energy_ha": -0.0396,
  "homo_lumo_gap_ev": 7.20,
  "total_charge": 0,
  "molar_mass_g_mol": 439.52,
  "multiplicity": 1,
  "elements": ["C", "C", "C", "C", "C", "C", "N", "O", "O", "H", "H", "H", "H", "H", "N", "C", "C", "C", "C", "C", "H", "H", "H", "H", "H", "N", "C", "C", "C", "C", "C", "H", "H", "H", "H", "H", "N", "C", "C", "C", "C", "C", "H", "H", "H", "H", "H", "N", "C", "C", "C", "C", "C", "H", "H", "H", "H", "H"],
  "positions_angstrom": [[9.789, 11.523, -3.180], [10.122, 10.323, -3.786], [9.432, 9.116, -3.460], [8.439, 9.180, -2.455], [8.180, 10.394, -1.800], [8.788, 11.564, -2.230], [7.653, 7.957, -2.105], [6.710, 8.090, -1.313], [8.020, 6.874, -2.609], [10.324, 12.412, -3.481], [10.894, 10.251, -4.538], [9.762, 8.149, -3.809], [7.482, 10.449, -0.978], [8.646, 12.532, -1.773], [5.045, 4.277, -1.428], [5.112, 4.547, -2.763], [5.516, 5.767, -3.301], [5.894, 6.753, -2.400], [5.799, 6.463, -1.064], [5.318, 5.272, -0.572], [4.711, 3.761, -3.386], [5.588, 6.026, -4.348], [6.187, 7.761, -2.654], [6.032, 7.192, -0.303], [5.185, 5.049, 0.477], [9.603, 15.219, -0.567], [10.676, 15.377, -1.408], [10.718, 14.829, -2.698], [9.612, 14.198, -3.203], [8.462, 14.208, -2.427], [8.483, 14.740, -1.162], [11.572, 15.869, -1.058], [11.613, 14.776, -3.301], [9.685, 13.751, -4.184], [7.508, 13.843, -2.777], [7.612, 14.790, -0.526], [11.632, 12.512, -8.184], [10.933, 13.490, -7.504], [10.368, 13.396, -6.274], [10.526, 12.146, -5.629], [11.100, 11.048, -6.315], [11.703, 11.295, -7.598], [10.978, 14.531, -7.791], [9.807, 14.204, -5.828], [10.071, 11.920, -4.676], [11.036, 10.007, -6.033], [12.201, 10.514, -8.153], [11.460, 12.666, -3.248], [12.425, 12.657, -4.165], [13.744, 13.009, -3.855], [14.056, 13.272, -2.493], [13.034, 13.146, -1.561], [11.738, 12.772, -1.941], [12.165, 12.435, -5.189], [14.530, 13.085, -4.591], [15.006, 13.717, -2.239], [13.294, 13.470, -0.564], [10.922, 12.855, -1.238]],
  "mulliken_charge": [2.113, -0.645, -1.190, -0.305, -1.221, -0.614, 0.831, -0.380, -0.532, -1.664, 0.563, 0.486, 0.528, 0.211, -0.667, -0.205, -0.793, 0.367, -0.120, -0.505, 0.381, 0.357, 0.342, 0.348, 0.383, -0.681, -0.424, -0.834, 0.956, -1.099, -0.078, 0.441, 0.661, 0.656, 0.442, 0.439, -0.646, -0.543, -0.598, 0.490, -0.272, -0.620, 0.336, 0.594, 0.874, 0.512, 0.434, 0.639, 0.305, -0.763, -0.473, -0.929, 0.120, 0.011, 0.486, 0.395, 0.424, 0.675]
}